(1)
Computed, not measured: a molecular structure, C16H12AsF4N9O3S4Sn in a non-equilibrium geometry, with the ωB97M-V functional and the def2-TZVPD basis.

Properties
Electronic energy = -5777.32973 Eh
2S+1 = 1
Total charge = -2
HOMO level = -1.17 eV

Cartesian coordinates (Å):
1 Sn -0.12304 -2.19813 0.94921
2 N -1.73534 -3.24073 0.26461
3 N -2.56814 -2.55013 -0.61629
4 C -2.17374 -1.23763 -0.75599
5 N -3.12514 -0.54263 -1.45439
6 N -1.05254 -0.84983 -0.23909
7 N -0.71144 0.43787 -0.36589
8 O -0.13384 0.97687 0.58811
9 O -0.95554 1.05057 -1.42189
10 H -1.34674 -4.19213 -0.18439
11 H -2.27314 -3.64383 1.16241
12 H -3.57544 -2.65613 -0.49859
13 H -3.49514 -1.06523 -2.24159
14 H -2.78924 0.36507 -1.78319
15 S -1.75314 -6.34693 1.71731
16 As -0.32104 -5.26903 2.25421
17 S 0.75986 -4.34253 0.22271
18 S -1.22234 -3.06103 2.93731
19 S 1.08866 -6.24713 3.74531
20 C 0.00616 0.97427 3.84531
21 C 0.17256 -0.36163 3.17251
22 C 0.84546 -1.46783 3.93991
23 O -0.23144 -0.54503 2.02341
24 H 0.41896 0.96137 4.85681
25 H -1.05824 1.21467 3.90741
26 H 0.53236 1.73647 3.26491
27 H 1.13916 -1.13433 4.93791
28 H 1.74226 -1.78423 3.40121
29 H 0.15176 -2.30603 4.04371
30 F 0.39436 -0.17433 -2.85639
31 C 0.75606 1.10227 -2.62059
32 C -0.02884 2.10587 -3.04179
33 F -1.17984 1.82897 -3.68419
34 C 0.39066 3.50717 -2.86389
35 C 1.84366 3.70897 -2.68349
36 C 2.63316 2.70007 -2.27639
37 F 3.95966 2.89177 -2.14579
38 C 2.05256 1.38107 -1.97539
39 C 2.63616 0.49217 -1.13219
40 C 1.93636 -0.67543 -0.70929
41 N 1.29476 -1.56773 -0.34129
42 C 3.89416 0.72997 -0.50509
43 N 4.91266 0.91897 0.01631
44 F 2.38646 4.90857 -2.96929
45 C -0.50204 4.53007 -2.85219
46 C -0.10944 5.88027 -2.62099
47 N 0.20146 6.97737 -2.40599
48 C -1.90874 4.31367 -2.96279
49 N -3.05304 4.13577 -3.02819
50 H 1.27736 -2.37033 1.98581



(2)
Computed, not measured: a molecular structure, C16H12Br2F5MnN4, with the ωB97M-V functional and the def2-TZVPD basis.

Properties
Electronic energy = -7633.80047 Eh
2S+1 = 5
Total charge = +2
HOMO level (alpha / beta) = -15.75 / -15.75 eV

Cartesian coordinates (Å):
1 Mn -0.37779 0.61274 -0.29422
2 Br 5.91908 -1.44754 -0.26220
3 C 4.15063 -0.91283 -0.35017
4 C 3.57092 -0.57964 -1.56854
5 C 2.25480 -0.17442 -1.57624
6 N 1.51351 -0.09766 -0.45886
7 C 2.07157 -0.44163 0.73056
8 C 3.38343 -0.84763 0.81423
9 C 1.16096 -0.38363 1.91029
10 C 1.56071 -0.65415 3.20008
11 C 0.61294 -0.59519 4.22285
12 Br 1.11454 -0.94829 5.96818
13 C -0.70579 -0.27043 3.92119
14 C -1.02868 -0.01243 2.60655
15 N -0.12009 -0.06577 1.62240
16 H 4.13074 -0.62663 -2.49123
17 H 1.76820 0.10249 -2.50119
18 H 3.82747 -1.12386 1.75827
19 H 2.58332 -0.90729 3.43434
20 H -1.46251 -0.21701 4.69010
21 H -2.04072 0.24115 2.31661
22 C -1.73908 -2.26558 -1.64237
23 C -2.60666 -1.09785 -1.33866
24 N -2.23838 0.06376 -0.80030
25 C -3.39032 0.84475 -0.68318
26 C -4.43511 0.14585 -1.17325
27 N -3.92444 -1.07314 -1.56562
28 H -0.68821 -2.03307 -1.46601
29 H -1.84448 -2.56290 -2.68569
30 H -2.00109 -3.11817 -1.01498
31 H -3.37099 1.84395 -0.28534
32 H -5.47724 0.39251 -1.27283
33 H -4.45330 -1.83051 -1.97197
34 F -0.92131 2.70498 -0.32094
35 C -0.36363 2.22518 -1.52274
36 F -1.23254 2.34247 -2.49647
37 C 0.91855 3.02840 -1.80273
38 F 0.62788 4.29820 -2.01016
39 F 1.74161 2.92430 -0.75857
40 F 1.51152 2.51649 -2.88120



(3)
Computed, not measured: a molecular structure, C16H12Br4N4O3STi in a non-equilibrium geometry, with the ωB97M-V functional and the def2-TZVPD basis.

Properties
Electronic energy = -12605.46258 Eh
2S+1 = 1
HOMO level = -7.71 eV

Cartesian coordinates (Å):
1 Ti 0.28891 -0.06970 0.06980
2 C -3.02812 2.56479 -0.53584
3 C -1.69869 1.96808 -0.23800
4 N -1.15922 1.02272 -0.90794
5 N -1.65160 0.48167 -2.04204
6 C -0.61474 0.01792 -2.75303
7 N -0.91263 -0.66728 -3.85750
8 S 1.04918 0.34502 -2.36315
9 C -0.76439 2.51339 0.79315
10 C -1.08220 3.53880 1.65818
11 C -0.07640 4.08936 2.44374
12 C 1.21321 3.59807 2.35310
13 C 1.44620 2.52606 1.50613
14 N 0.48908 2.00652 0.74840
15 H -3.31327 2.30377 -1.55273
16 H -3.78992 2.16645 0.14038
17 H -3.01479 3.64976 -0.42918
18 H -1.86607 -0.93333 -4.03413
19 H -0.16845 -1.07115 -4.39727
20 H -2.09601 3.91035 1.70975
21 H -0.30368 4.90374 3.12019
22 H 2.02145 4.01619 2.93581
23 H 2.41701 2.05129 1.43367
24 Br 5.09482 -4.87429 -0.67442
25 C 3.46293 -3.93190 -0.70492
26 C 2.32876 -4.49404 -1.28765
27 Br 2.39163 -6.20296 -2.07869
28 C 1.12247 -3.78284 -1.28647
29 Br -0.46681 -4.43728 -2.05957
30 C 1.05974 -2.53503 -0.70530
31 O -0.04798 -1.77946 -0.62440
32 C 2.20340 -1.96071 -0.13308
33 O 2.02652 -0.73041 0.37445
34 C 3.39594 -2.65532 -0.13217
35 Br 4.87311 -1.79485 0.65675
36 C -2.22159 -1.12360 2.20707
37 C -1.03614 -0.57811 1.52226
38 O 0.01217 -0.25260 2.08368
39 H -2.06955 -1.19126 3.28451
40 H -2.42691 -2.10788 1.78126
41 H -3.08738 -0.49999 1.97523